This record from the Open Molecules 2025 dataset describes the molecule C23H25ClN4O5S. The level of theory is ωB97M-V/def2-TZVPD.

Structure (XYZ):
```
59
Properties=species:S:1:pos:R:3:forces:R:3
Cl -3.087672 -3.495218 1.882369 -0.2 -0.7 0.3
S -3.076690 -0.887199 0.290537 0.5 0.3 0.1
O -4.267988 -0.841046 1.088629 0.1 0.3 0.0
O 2.125987 1.868152 0.219390 -0.1 0.2 -0.1
O -3.034560 -1.791536 -0.820428 0.1 0.1 -0.2
O 5.802818 -0.726405 0.930627 0.3 -0.2 0.3
O 3.047130 -1.014901 3.697067 0.1 -0.3 0.2
N 4.592814 -0.277063 -0.975885 0.0 0.0 -0.3
N 1.544714 0.087890 2.373099 -0.2 0.3 -0.1
N -2.641717 0.633904 -0.244358 -0.2 -1.0 0.3
N 3.927700 0.641867 0.918209 0.2 0.1 0.1
C 3.381325 0.429798 -1.325797 -0.2 0.1 -0.3
C 2.775577 -0.141910 2.911617 0.2 0.5 -0.2
C 3.048267 1.112450 -0.000651 0.2 0.1 0.0
C 2.043876 -1.588844 -0.658036 0.0 0.0 -0.1
C 3.619795 1.430343 -2.450901 -0.1 0.0 0.3
C -4.249126 1.269591 -2.002544 0.2 0.2 0.0
C 0.937810 -2.414390 -0.746359 0.1 0.0 0.0
C 3.826128 0.833397 2.349078 0.1 -0.2 0.3
C -4.682916 2.468982 -1.163283 -0.1 -0.2 0.1
C -0.023935 -2.187880 -1.716253 0.0 0.0 0.0
C 1.234015 -0.293379 -2.501926 0.1 0.0 0.1
C -3.083607 1.719114 0.610300 -0.3 0.2 0.5
C -0.703434 -2.794488 2.959128 -0.4 0.1 -0.3
C 0.383288 -1.951156 3.089149 0.2 0.1 0.0
C -1.742369 -2.460945 2.099034 0.2 0.1 0.1
C -0.603058 -0.441635 1.490567 0.2 0.0 0.2
C 0.136843 -1.133074 -2.596896 -0.1 0.0 0.0
C 0.449150 -0.773104 2.345443 -0.4 -0.4 0.1
C 2.201896 -0.517666 -1.533351 0.0 -0.1 -0.1
C 4.897466 -0.212899 0.338308 0.0 0.1 -0.1
C -4.523930 2.139098 0.318764 0.2 0.1 -0.1
C -1.693575 -1.275701 1.381040 -0.4 0.2 -0.2
C -2.809351 0.891312 -1.659488 -0.2 -0.3 -0.6
H 2.787595 -1.785191 0.102143 0.1 0.0 0.1
H -0.563751 0.456466 0.894386 0.1 0.1 -0.1
H 4.798860 0.598591 2.786495 -0.2 0.0 0.0
H -4.061717 3.332953 -1.415631 0.0 0.1 0.0
H -2.400716 2.561947 0.453011 0.0 -0.1 0.1
H 1.448562 0.901558 1.770485 0.2 -0.1 0.1
H -0.751942 -3.714248 3.518814 0.0 -0.1 0.1
H -2.990297 1.374160 1.641333 0.1 0.2 0.1
H 2.802145 2.144890 -2.486162 -0.1 0.0 -0.1
H 0.827173 -3.231400 -0.049855 0.0 -0.1 0.1
H 5.078995 -0.886118 -1.610986 0.0 0.0 0.1
H 1.325448 0.532550 -3.188235 0.0 0.1 -0.1
H -2.121632 1.698979 -1.933558 0.0 -0.1 0.0
H -0.599453 -0.956929 -3.366091 -0.1 0.0 -0.1
H 3.545428 1.868629 2.557640 0.0 -0.1 0.0
H 3.703453 0.919493 -3.406849 0.0 0.0 -0.1
H -5.181469 1.310833 0.585572 0.0 0.1 0.0
H -4.891587 0.414889 -1.780925 -0.1 0.0 -0.1
H 1.193967 -2.206408 3.752029 0.0 0.0 0.0
H -0.900279 -2.812802 -1.774114 -0.1 -0.1 0.0
H -4.781679 3.001673 0.935300 0.0 0.0 0.1
H 4.543449 1.972286 -2.258830 0.0 0.0 0.0
H -5.721356 2.724748 -1.380178 0.0 0.1 0.0
H -2.516122 -0.022392 -2.174567 0.1 0.2 -0.2
H -4.325748 1.495387 -3.067424 0.0 -0.1 0.0
```
Forces are in eV/Å.

## Properties
gap between HOMO and LUMO = 0.3344 Ha
SMILES string = C[C@@]1(c2ccccc2)NC(=O)N(CC(=O)Nc2ccc(Cl)c(S(=O)(=O)N3CCCCC3)c2)C1=O
max |F| = 0.021 Eh/bohr
energy above the lowest of the compared OMol25 structures with the same formula, charge and spin = 0.000 eV
total energy = -2345.14491 Ha

=====

This record from the Open Molecules 2025 dataset describes a structure of composition C23H25F5KN3O5S. The level of theory is ωB97M-V/def2-TZVPD.

Structure (XYZ):
```
63
Properties=species:S:1:pos:R:3:forces:R:3
K 1.109623 0.541328 0.472858 -0.9 -0.5 -0.3
S -0.536922 5.267173 1.719339 0.0 -0.2 0.0
F -1.303831 0.368864 3.121746 -0.1 0.0 0.0
F 0.541848 -0.661866 2.442955 -0.2 -0.6 0.8
F 1.628254 -0.347813 4.878532 -0.1 0.1 0.1
F -0.045967 0.886109 5.558710 0.1 -0.1 0.1
F -0.362410 -1.184861 5.029133 0.0 0.0 0.1
O 5.447791 0.875919 -4.669229 0.1 0.0 -0.1
O 0.656850 -1.376722 -1.994841 0.4 -0.1 -0.4
O 2.467829 2.456004 0.224645 1.1 0.6 -0.3
O 4.731833 2.555470 0.103782 -0.3 0.0 -0.1
O 0.900318 -1.329146 -4.243163 0.0 0.0 0.4
N -2.016091 0.563040 -0.690213 0.2 -0.3 -0.5
N -1.678791 -0.222127 -1.739776 -0.3 0.2 0.1
N 2.525281 0.575631 -1.780796 0.3 0.1 -0.3
C -3.730441 0.377811 -2.146387 -0.2 0.1 0.1
C -2.671234 -0.364935 -2.633822 0.1 0.0 0.2
C -3.262486 0.937786 -0.932715 -0.1 0.0 0.0
C 0.102683 0.446005 3.259199 0.0 0.2 -0.2
C 0.230218 -3.951005 1.256569 0.0 0.0 0.0
C -2.226942 -2.731269 1.609001 0.1 0.0 0.0
C -3.970458 1.838844 0.031451 0.0 -0.1 0.0
C 2.448607 -0.124716 -2.915679 -0.1 0.1 0.3
C 1.224133 -1.036686 -3.077160 0.0 0.0 0.0
C -0.421152 3.583166 2.394478 -0.1 0.1 -0.2
C -0.493704 -3.523077 0.147018 0.0 0.0 0.1
C -0.122015 4.850827 0.005995 0.0 0.1 0.1
C -1.497875 -3.159777 2.709586 0.0 0.0 0.0
C 3.395359 -0.028416 -3.921097 0.0 0.0 -0.1
C 4.486516 0.794658 -3.697535 -0.1 0.0 0.1
C 3.597618 2.219355 -0.286281 0.0 0.3 0.2
C 0.549247 -4.196545 3.753362 -0.1 0.0 -0.1
C 3.563352 1.393982 -1.590101 -0.2 -0.1 0.0
C 4.587040 1.511681 -2.516615 0.1 0.0 -0.1
C 0.327440 -0.055557 4.662346 0.0 -0.1 -0.2
C -1.730181 -2.917726 0.323322 0.0 0.0 0.0
C -0.259008 -3.777245 2.547488 0.0 0.0 0.0
C -2.503895 -1.214999 -3.855966 0.0 0.0 0.1
H -3.353292 1.974121 0.920966 0.0 0.0 -0.1
H -3.165003 -2.206562 1.754459 0.1 0.0 0.0
H -4.929640 1.413152 0.339078 0.0 0.0 0.0
H -1.230810 2.965687 2.004370 0.0 0.0 0.1
H -1.861820 -2.954477 3.711560 0.0 0.0 -0.1
H 1.211314 -4.395392 1.116890 0.0 0.0 0.0
H 0.606603 -3.380999 4.478842 0.0 -0.1 -0.1
H -1.444995 -1.339151 -4.102138 -0.1 0.0 0.0
H 0.848072 4.353700 -0.027108 0.0 0.0 0.0
H 0.527126 3.134544 2.109793 0.1 0.1 0.1
H -0.749986 -0.684905 -1.793734 0.0 0.0 0.0
H -2.929364 -2.210768 -3.702856 0.0 0.0 0.0
H 1.567153 -4.471061 3.466721 -0.1 0.0 0.0
H 3.267572 -0.581251 -4.842366 0.0 0.0 0.1
H 5.433509 2.152249 -2.287670 -0.1 0.0 0.0
H -4.703468 0.503967 -2.601818 0.1 0.0 0.0
H -0.882733 4.193952 -0.419301 0.0 0.0 0.0
H -4.166725 2.820718 -0.405843 0.0 0.0 0.0
H -0.487638 3.613687 3.479792 0.0 0.0 0.0
H -2.289102 -2.561579 -0.535935 0.1 0.0 0.1
H -3.013126 -0.761473 -4.707570 0.0 0.0 0.0
H -0.082298 5.776829 -0.571253 0.0 -0.1 0.0
H 0.095782 -5.059215 4.253532 0.0 0.0 0.0
H -0.076819 -3.617485 -0.849198 0.0 0.0 0.1
H 6.121252 1.482546 -4.349349 0.1 0.0 0.0
```
Forces are in eV/Å.

## Properties
gap between HOMO and LUMO = 0.2336 Ha
max |F| = 0.025 Eh/bohr
charge = -2
energy above the lowest of the compared OMol25 structures with the same formula, charge and spin = 0.000 eV
total energy = -2929.52438 Ha

=====

This record from the Open Molecules 2025 dataset describes a structure of composition C23H25FHgN8O7. The level of theory is ωB97M-V/def2-TZVPD.

Structure (XYZ):
```
65
Properties=species:S:1:pos:R:3:forces:R:3
Hg -0.093077 -0.108354 0.087112 0.2 0.0 0.1
F -2.339582 6.109337 2.348632 0.0 0.0 0.0
O 1.933720 -0.155313 -1.412708 0.2 0.0 -0.1
O 6.430636 -0.005792 2.231259 0.0 0.1 0.2
O -1.331001 -2.166354 3.690879 0.0 0.0 0.0
O 6.044529 -0.146059 0.043927 0.7 -0.2 1.1
O 4.176938 -0.047550 -1.471012 -0.6 -0.3 -0.6
O -0.704875 1.554281 1.454520 -0.1 0.1 -0.1
O -0.899426 -1.489333 1.632793 -0.1 -0.1 0.0
N -1.262969 -0.005115 -3.396730 0.0 0.0 -0.1
N -1.331660 2.280420 -3.698903 0.0 0.0 0.0
N -2.425740 1.371510 5.200733 0.1 -0.1 0.0
N 1.973355 -0.147848 1.270165 -0.2 0.0 0.1
N -0.915157 1.372011 -1.546337 0.0 0.1 -0.1
N -1.310538 -2.248394 -3.825210 0.0 0.0 0.0
N 2.266197 -0.114207 2.569537 0.1 0.0 -0.1
N -1.040789 -1.503758 -1.600376 0.0 0.0 -0.1
C -1.823295 3.818575 2.481796 0.0 0.0 0.0
C 5.653670 -0.059254 1.302237 0.3 -0.3 -0.5
C -1.166002 1.241794 -2.781055 0.1 0.0 0.1
C 3.113756 -0.118576 0.617362 0.0 -0.1 0.0
C -2.967456 4.944962 4.294150 0.0 0.0 0.0
C -2.409301 0.189543 7.383733 0.0 0.0 0.0
C -3.000215 3.733732 5.024904 0.0 0.0 0.0
C 3.068647 -0.113840 -0.891426 -0.3 0.0 0.1
C -0.998992 3.604609 -3.200480 0.0 0.0 0.0
C -1.854531 2.588204 3.191818 0.0 -0.1 0.0
C -2.537837 2.262806 -4.518615 0.0 0.0 0.0
C -1.494680 0.168506 3.316639 0.0 -0.1 0.0
C -3.594170 3.715327 6.406107 0.0 0.0 0.0
C -3.044861 1.278368 6.525618 0.0 0.0 0.0
C -1.219070 -1.267744 2.852877 0.1 0.0 0.1
C -2.034348 0.227668 4.561105 0.0 0.0 0.0
C -2.447800 2.584883 4.488896 0.0 0.1 0.0
C 3.593137 -0.063250 2.772875 0.0 -0.1 -0.1
C -2.378647 4.937809 3.051281 0.0 0.0 0.0
C -2.938916 2.623707 7.231312 0.0 0.0 0.0
C -1.311491 1.416894 2.593636 0.0 0.1 0.1
C 4.189258 -0.078572 1.527576 0.0 0.2 0.3
C -1.202268 -1.274742 -2.838457 0.0 -0.1 0.1
H -2.777295 0.287393 8.406123 0.0 0.0 0.0
H -2.644121 -0.816120 7.042842 0.0 0.0 0.0
H -1.967949 -2.057330 -4.565167 0.0 0.0 0.0
H -0.948947 2.320922 -1.194959 -0.1 0.0 0.0
H -4.676493 3.541087 6.363392 0.0 0.0 0.0
H -1.069016 -2.487156 -1.357883 -0.1 0.0 0.0
H -1.878782 2.856463 7.375228 0.0 0.0 0.0
H -1.378324 -3.189415 -3.473555 0.0 0.0 0.0
H -0.970963 4.291779 -4.044432 0.0 0.0 0.0
H 4.038084 -0.029210 3.751408 0.0 0.0 0.0
H -2.626822 1.339151 -5.085648 0.0 0.0 0.0
H 5.245301 -0.241022 -0.586392 -0.1 0.5 -0.4
H -2.170794 -0.702174 5.086433 0.0 0.0 0.0
H -1.355049 3.851851 1.510991 0.0 0.0 0.0
H -0.012162 3.586703 -2.741674 0.0 0.0 0.0
H -1.727177 3.981882 -2.470885 0.0 0.0 0.0
H -3.376509 5.856684 4.707503 0.0 0.0 0.0
H -2.480433 3.083883 -5.231283 0.0 0.0 0.0
H -3.453937 4.689930 6.880755 0.0 0.0 0.0
H -3.400153 2.539982 8.217873 0.0 0.0 0.0
H -1.324046 0.302118 7.392533 0.0 0.0 0.0
H -1.051517 0.017969 -4.380954 0.1 0.0 0.0
H 1.511992 -0.129437 3.240361 0.0 0.0 0.0
H -4.114160 1.047044 6.399012 0.0 0.0 0.0
H -3.446377 2.387435 -3.916885 0.0 0.0 0.0
```
Forces are in eV/Å.

## Properties
gap between HOMO and LUMO (alpha / beta) = 0.1283 / 0.2419 Ha
max |F| = 0.025 Eh/bohr
charge = -1
total energy = -2109.62395 Ha
expectation value of S² = 0.7770
spin multiplicity = 2

=====

This record from the Open Molecules 2025 dataset describes a structure of composition C23H25FInO13. The level of theory is ωB97M-V/def2-TZVPD.

Structure (XYZ):
```
63
Properties=species:S:1:pos:R:3:forces:R:3
In 3.080586 1.532834 -0.296764 0.2 0.2 -0.4
F 0.740772 -1.065376 -2.015295 -0.2 -0.1 0.0
O 9.537046 7.828677 -4.532197 0.1 -0.1 -0.1
O -9.036781 -8.278669 4.884593 0.2 -0.1 0.0
O 5.923594 4.969674 -1.952360 -0.1 0.4 0.1
O -10.427091 -3.810062 5.266008 0.2 0.1 0.0
O -6.205729 -3.022822 1.529831 -0.2 0.1 0.2
O -6.293170 -0.430184 1.970540 0.0 -0.2 0.0
O 5.609068 -1.685932 -0.976145 -0.1 -0.5 -0.1
O 5.985796 7.555606 -1.473392 -0.1 -0.2 0.0
O -7.876176 -3.126186 5.076199 -0.3 0.2 0.0
O -2.663198 -2.604157 -1.517404 0.0 0.3 0.0
O 9.427725 5.249469 -5.068425 0.1 0.2 0.0
O -2.721231 -0.010080 -1.053438 -0.2 -0.1 -0.1
O -6.486938 -7.594990 4.767953 -0.2 -0.1 0.0
C -7.388035 -6.624727 4.877225 0.3 0.1 0.0
C -3.543887 -0.658532 -0.443329 -0.2 0.3 0.3
C 5.855631 0.699002 -1.412400 -0.5 0.6 -0.2
C 6.855605 7.068099 -2.346277 0.0 0.4 0.1
C 7.665775 4.975604 -3.540803 -0.1 -0.1 0.1
C 5.224362 -0.613854 -1.844719 0.1 0.0 0.4
C -9.529505 -4.780814 5.135318 -0.4 -0.1 0.0
C 4.899794 1.891721 -1.602528 -0.3 -0.8 0.4
C 1.336564 1.243430 -1.701937 0.7 -0.1 0.6
C -3.562998 -2.145218 -0.663442 0.1 -0.4 -0.1
C -4.513300 -0.083434 0.481894 0.2 0.1 -0.1
C -5.389031 -2.368061 0.904673 0.3 -0.4 -0.3
C 7.760213 7.825263 -2.981270 0.2 0.1 -0.2
C 6.756822 5.587340 -2.576726 0.2 -0.5 -0.3
C -9.858499 -6.077248 5.088412 0.1 -0.3 0.0
C 0.391377 0.120647 -1.339150 0.1 0.8 0.0
C 8.565050 5.735186 -4.174220 0.0 -0.4 -0.1
C -5.379456 -0.882335 1.113611 0.0 0.4 0.1
C -4.434546 -2.941567 -0.026907 -0.3 -0.1 0.2
C -8.815279 -7.083907 4.946620 -0.5 0.2 0.0
C -8.104206 -4.319843 5.042092 0.6 -0.3 -0.1
C -7.062815 -5.328034 4.921406 0.0 0.2 0.0
C 8.678549 7.209999 -3.926015 -0.3 0.4 0.3
H 6.778082 0.844734 -1.978898 0.4 -0.1 0.1
H 0.809248 2.190493 -1.759017 -0.3 0.1 0.0
H -6.775363 -1.219230 2.287529 0.0 0.0 0.0
H 1.725620 1.051564 -2.697609 0.1 -0.1 -0.3
H 4.599655 1.917355 -2.649822 -0.1 0.3 -0.2
H -6.040027 -4.983068 4.869405 0.0 0.0 0.0
H 5.456657 6.789573 -1.166406 0.0 0.0 0.0
H -9.919081 -2.974594 5.267448 0.0 0.0 0.0
H 3.336629 -0.032736 0.560860 -0.1 0.1 0.0
H 4.836246 -1.902547 -0.434204 0.3 0.3 -0.1
H -10.881487 -6.419289 5.152697 0.0 0.0 0.0
H -4.497487 0.987574 0.625135 0.0 0.0 0.0
H -4.457810 -4.011535 -0.175835 0.0 0.0 0.0
H 7.574888 3.911208 -3.708686 0.0 0.0 0.0
H -0.620113 0.389876 -1.618218 -0.2 -0.3 -0.2
H 0.401289 -0.105143 -0.273933 0.0 -0.2 0.1
H 5.386636 2.823529 -1.346969 0.1 0.1 -0.1
H 5.529528 -0.845956 -2.863926 0.1 -0.3 -0.1
H 9.959894 6.012977 -5.364045 0.0 0.0 0.0
H 6.086769 0.629735 -0.357910 0.3 -0.2 0.3
H 7.841580 8.891021 -2.821720 0.0 0.0 0.0
H -2.135953 -1.834837 -1.818521 0.1 -0.1 0.0
H 2.854088 2.910265 0.814591 -0.1 -0.1 0.0
H -6.991877 -8.431343 4.753782 0.0 0.0 0.0
H 4.139932 -0.546148 -1.836961 -0.2 0.2 -0.1
```
Forces are in eV/Å.

## Properties
gap between HOMO and LUMO = 0.1346 Ha
max |F| = 0.019 Eh/bohr
charge = -1
total energy = -2159.47062 Ha